Record 1
A 5-piece molecular cluster, C25H51BCl2O10P overall. Source: the Open Molecules 2025 dataset; level of theory: ωB97M-V/def2-TZVPD.

CARTESIAN COORDINATES (ANGSTROEM)
C -2.893597 -3.689395 -3.842676
C -2.555881 -2.942427 -2.484142
B -2.683594 -1.344067 -2.667086
O -2.287257 -0.718865 -3.873932
P -3.359704 -0.257694 -1.159294
C -5.147145 -0.973939 -1.376534
C -1.559350 0.500358 -0.883480
C -0.764304 -0.460992 0.091751
C 0.782338 -0.111907 0.217812
O 0.171963 -1.322149 -0.541135
C -3.954567 0.904957 0.285673
Cl -4.300452 2.606665 -0.186951
C -4.135199 0.565669 1.564125
C -3.962970 -0.803924 2.162160
Cl -4.658614 1.846786 2.731503
H -2.302723 -4.625522 -3.850887
H -2.597465 -3.078604 -4.711045
H -3.972177 -3.919768 -3.908272
H -1.505466 -3.193864 -2.225377
H -3.252409 -3.324514 -1.719137
H -1.340005 -0.883449 -4.003762
H -3.601057 0.804770 -2.132487
H -2.954227 -1.348985 -0.294444
H -5.602558 -0.631845 -2.328882
H -5.124616 -2.081639 -1.377882
H -5.813614 -0.655719 -0.549673
H -0.964699 0.528383 -1.811461
H -1.605628 1.450211 -0.322810
H -1.274886 -0.804584 1.012460
H 1.288946 0.329883 -0.644737
H 1.317528 -0.800017 0.888072
H -3.459890 -0.684577 3.147265
H -4.961077 -1.217353 2.423074
H -3.412079 -1.572891 1.618682
O 1.558333 -1.257805 4.853417
C 1.167325 -0.124528 4.738601
O 0.281388 0.183199 3.785255
C -0.365256 1.462249 3.679755
C 0.505341 2.448490 2.933164
C 1.731396 0.979612 5.603901
H -0.671244 1.826256 4.662950
H -1.281040 1.294695 3.115069
H 1.446279 2.629862 3.457016
H -0.009541 3.402241 2.809044
H 0.760033 2.057027 1.950008
H 2.683850 1.306034 5.185949
H 1.895727 0.580759 6.603609
H 1.071985 1.837013 5.714112
O 2.758478 2.950869 1.116632
C 3.720334 2.637783 1.761712
O 4.517769 3.594863 2.288801
C 5.581921 3.330038 3.206394
C 6.852891 2.940651 2.480317
C 4.103320 1.187243 1.922643
H 5.279595 2.589445 3.949082
H 5.746467 4.261918 3.748276
H 6.723575 2.021436 1.908293
H 7.670281 2.794387 3.187951
H 7.136993 3.719167 1.770587
H 4.641221 0.861760 1.032419
H 3.189717 0.601613 2.023463
H 4.705468 0.980917 2.805474
O 4.707334 8.996291 -1.859818
C 4.201131 8.408628 -0.940025
O 4.761271 7.277114 -0.485489
C 4.340121 6.596247 0.706857
C 3.167481 5.676777 0.445551
C 2.895951 8.876722 -0.342651
H 4.141183 7.311052 1.508859
H 5.196862 6.003023 1.026545
H 2.291029 6.231200 0.103441
H 2.901477 5.135767 1.343194
H 3.412642 4.959684 -0.336137
H 2.074862 8.525908 -0.966839
H 2.897160 9.965273 -0.328891
H 2.735234 8.551555 0.682432
O -1.668221 -6.598844 -3.358954
C -2.101303 -7.655619 -3.719356
O -2.143738 -7.945537 -5.037381
C -2.481755 -9.229874 -5.560693
C -3.982771 -9.404511 -5.670561
C -2.683677 -8.635839 -2.728900
H -2.008778 -10.023883 -4.979070
H -2.039906 -9.270970 -6.556428
H -4.466710 -9.349331 -4.694874
H -4.225970 -10.367853 -6.122172
H -4.411574 -8.610396 -6.282941
H -3.706176 -8.339004 -2.496651
H -2.084806 -8.600026 -1.821041
H -2.674526 -9.669739 -3.068393

Atoms 1-2, force components in eV/Å:
0.7 -0.1 0.7
-0.1 0.1 -1.6

As for the charge: -1. The gap between HOMO and LUMO is 5.120 eV. The total energy is -3022.0119 a.u. The calculation puts the maximum force at 4.37 eV/Å. Its spin multiplicity is 1. The LUMO energy comes out at 1.834 eV.

Atomic partial charges in e from the Mulliken method, atoms 1 to 2: C -0.9444; C -0.2787

=====

Record 2
A 3-piece molecular cluster, C25H51Br2IN6O2PS overall. Source: the Open Molecules 2025 dataset; level of theory: ωB97M-V/def2-TZVPD.

CARTESIAN COORDINATES (ANGSTROEM)
C -3.836545 -4.858242 -4.225570
C -3.512435 -3.544777 -4.274047
N -3.104006 -2.869651 -5.454372
Br -4.183259 -3.085867 -6.970870
C -2.067081 -2.082502 -5.489405
N -1.564127 -1.308548 -6.456172
C -1.515262 -1.616612 -7.921675
N -0.361121 -1.188080 -8.622353
C -0.782701 -0.225415 -5.863887
S 1.022084 -0.255345 -6.077819
P -1.403038 1.407496 -6.702519
N -0.267041 2.037795 -7.570675
C -1.144630 -0.469499 -4.346049
Br -3.167307 0.246016 -4.334521
N -0.547518 0.217709 -3.289093
C -0.885680 -0.249697 -1.975178
C -0.077290 0.348062 -0.857377
O -1.715031 -1.096987 -1.761951
C -0.495153 1.672726 -3.413228
C -1.417306 2.552707 -2.596341
O 0.329349 2.196687 -4.140272
N -1.327008 -1.871748 -4.317197
C -0.499099 -2.927789 -3.711680
I 1.445965 -2.424940 -2.956413
C -0.322682 -4.152450 -4.626358
C 0.526404 -3.935841 -5.886681
H -3.287330 -5.506240 -3.555804
H -4.662906 -5.279011 -4.784636
H -3.541624 -2.897295 -3.405986
H -1.619027 -2.685560 -8.048359
H -2.388488 -1.194040 -8.411961
H -0.112750 -0.209748 -8.516186
H 0.435577 -1.793796 -8.511454
H 1.422259 0.047767 -4.835314
H -1.815647 2.338962 -5.739446
H -2.519044 1.053377 -7.482302
H -0.060625 2.964961 -7.227059
H -0.561789 1.231721 -0.458199
H 0.082496 -0.390903 -0.086355
H 0.893366 0.686116 -1.213012
H -2.187251 2.003304 -2.066560
H -0.819458 3.146422 -1.916504
H -1.909995 3.213241 -3.298898
H -1.030904 -3.300917 -2.843164
H 0.204083 -4.868738 -4.005867
H -1.275820 -4.605657 -4.875950
H 1.169538 -3.067240 -5.848004
H -0.109605 -3.825692 -6.764042
H 1.088184 -4.841966 -6.075561
C 1.057595 0.921940 2.966200
C 2.160465 0.492032 3.927627
C 2.861322 -0.799065 3.512123
C 1.958433 -2.032110 3.461669
C 1.240810 -2.356759 4.771278
C 2.192103 -2.680220 5.919563
H 0.251944 0.186104 2.920525
H 0.619744 1.868888 3.286247
H 1.456406 1.060487 1.957061
H 1.749069 0.393033 4.933993
H 2.906378 1.289233 3.979686
H 3.694381 -0.983158 4.195135
H 3.312845 -0.657390 2.524222
H 2.565039 -2.893258 3.164460
H 1.210179 -1.906603 2.671811
H 0.591707 -3.219806 4.601796
H 0.584056 -1.531269 5.060456
H 2.836954 -3.523799 5.666072
H 1.631462 -2.946222 6.816090
H 2.826002 -1.828790 6.171600
C 0.579008 1.387270 7.522317
C 0.173042 2.621139 6.721137
C 1.310752 3.621706 6.527104
C 1.868170 4.226341 7.816154
C 0.841196 4.947986 8.687049
C 0.202349 6.151823 8.000309
H 0.878402 1.643240 8.539137
H -0.257260 0.689639 7.592160
H 1.411047 0.867912 7.042651
H -0.681680 3.102931 7.202990
H -0.174376 2.298464 5.734705
H 0.966535 4.423157 5.866700
H 2.130063 3.127132 5.994068
H 2.665610 4.927618 7.552122
H 2.345095 3.441912 8.410403
H 1.342856 5.290273 9.595376
H 0.061406 4.253429 9.010961
H 0.961289 6.875622 7.696964
H -0.487904 6.656168 8.677446
H -0.364222 5.858692 7.114955

Atoms 1-2, force components in eV/Å:
-0.4 0.4 -0.2
0.6 -0.3 0.3

As for the charge: +1. The gap between HOMO and LUMO is 7.243 eV. The total energy is -7647.0144 a.u. The calculation puts the maximum force at 2.55 eV/Å. Its spin multiplicity is 1. The LUMO energy comes out at -4.212 eV.

Atomic partial charges in e from the Mulliken method, atoms 1 to 2: C -0.6889; C -0.3091

=====

Record 3
A 12-piece molecular cluster, C25H51Br2N11O26 overall. Source: the Open Molecules 2025 dataset; level of theory: ωB97M-V/def2-TZVPD.

CARTESIAN COORDINATES (ANGSTROEM)
C -0.735461 3.009086 -1.067925
C -1.343318 1.629995 -1.209054
O -2.491122 1.413969 -0.417222
C -2.171849 1.041802 0.908142
C -1.590472 -0.360897 1.030296
O -2.512734 -1.322303 1.519590
C -2.474553 -1.469790 2.922078
C -1.193644 -2.095790 3.395919
C -0.911252 -3.397015 3.304143
C 0.367778 -3.935956 3.815640
O 0.469117 -5.145214 4.037335
C 1.484712 -2.987879 4.069660
C 2.892796 -3.469433 4.249398
Br 3.650469 -4.032900 2.554697
C 2.991522 -4.546142 5.328065
C 2.443272 -4.048980 6.669950
Br 4.882310 -5.057016 5.563201
C 1.210706 -1.677171 4.148677
C -0.183462 -1.190589 4.017536
O -0.487131 -0.073920 4.435750
H -0.280551 3.157125 -0.097783
H 0.077027 3.068595 -1.787379
H -1.424405 3.813390 -1.302925
H -0.554154 0.897511 -1.033913
H -1.653265 1.485200 -2.233608
H -1.447344 1.751017 1.308689
H -3.061156 1.154233 1.518776
H -0.673880 -0.309172 1.614236
H -1.299226 -0.695857 0.040475
H -2.616486 -0.507527 3.409006
H -3.298652 -2.116643 3.200140
H -1.617993 -4.078556 2.861593
H 3.493933 -2.637983 4.592392
H 2.493079 -5.449465 5.023787
H 3.215741 -4.114233 7.422680
H 1.624971 -4.681092 6.995205
H 2.089345 -3.024956 6.628170
H 1.987713 -0.952720 4.322306
C -4.162435 -2.140983 -1.180050
N -3.574612 -1.139227 -2.105365
O -4.322505 -0.320969 -2.604198
O -2.379669 -1.211099 -2.306427
H -5.226915 -1.953053 -1.103505
H -3.966173 -3.120202 -1.602271
H -3.671536 -2.026540 -0.215859
C 7.583223 -4.633526 3.438872
N 8.203015 -3.553242 2.622439
O 7.495226 -2.637871 2.262313
O 9.384485 -3.661351 2.369886
H 6.534984 -4.407701 3.581560
H 7.708646 -5.564463 2.895979
H 8.111226 -4.664047 4.387635
C 3.214322 2.829611 0.906780
N 2.294162 1.672610 1.080573
O 2.559491 0.635506 0.512296
O 1.326533 1.839608 1.794629
H 4.027862 2.525214 0.260092
H 2.647908 3.640168 0.467146
H 3.575111 3.096139 1.895912
C -3.465498 -7.221613 3.413344
N -4.011336 -6.090748 2.613239
O -4.076442 -5.002221 3.147054
O -4.350363 -6.335263 1.479367
H -3.205535 -6.851180 4.397319
H -4.238014 -7.982145 3.467637
H -2.591384 -7.595742 2.889720
C 4.183464 -9.123850 2.766754
N 4.935712 -8.070046 3.501420
O 5.422910 -7.171470 2.850721
O 5.014511 -8.194559 4.703752
H 4.200746 -8.883599 1.710731
H 4.676042 -10.070340 2.965534
H 3.169131 -9.128377 3.153618
C -3.350765 1.850818 -4.592405
N -3.127881 2.844100 -5.676768
O -4.018591 3.039837 -6.470821
O -2.048748 3.404559 -5.693508
H -4.338798 1.424071 -4.696548
H -2.582491 1.089640 -4.688245
H -3.256894 2.380867 -3.650791
C -6.188216 -3.411619 -4.771430
N -6.267305 -3.767122 -3.328637
O -5.409699 -4.495967 -2.873772
O -7.184538 -3.293873 -2.697787
H -5.321573 -3.901719 -5.197832
H -7.106046 -3.752428 -5.239879
H -6.101874 -2.330742 -4.832259
C -1.992793 6.667773 -6.285242
N -1.307597 7.786336 -5.585923
O -0.920501 8.726525 -6.241603
O -1.179091 7.685120 -4.379548
H -2.032431 6.897881 -7.343094
H -1.420594 5.764011 -6.101479
H -2.986370 6.579473 -5.863726
C 1.933076 7.258453 -1.687903
N 2.187311 5.930963 -1.065000
O 3.326963 5.649652 -0.750240
O 1.229671 5.198663 -0.918796
H 2.868868 7.797956 -1.765201
H 1.505244 7.078711 -2.667928
H 1.223837 7.779624 -1.052082
C 6.100020 7.357548 -4.400060
N 4.893470 7.709503 -3.603802
O 4.995345 7.717776 -2.395307
O 3.883399 7.963616 -4.223005
H 6.914831 7.157201 -3.715392
H 5.854273 6.480169 -4.989938
H 6.321247 8.204120 -5.042274
C -4.088623 6.600364 -2.072040
N -4.366758 5.570647 -3.109226
O -4.084578 5.836105 -4.258865
O -4.848498 4.526400 -2.735464
H -3.654413 7.465951 -2.557851
H -5.033274 6.842259 -1.594997
H -3.397296 6.160618 -1.359703

Atoms 1-2, force components in eV/Å:
0.2 -0.3 -0.2
0.1 0.4 -0.3

The SMILES is CCOCCOCC1=CC(=O)C([C@H](Br)[C@H](C)Br)=CC1=O.C[N+](=O)[O-].C[N+](=O)[O-].C[N+](=O)[O-].C[N+](=O)[O-].C[N+](=O)[O-].C[N+](=O)[O-].C[N+](=O)[O-].C[N+](=O)[O-].C[N+](=O)[O-].C[N+](=O)[O-].C[N+](=O)[O-]. The gap between HOMO and LUMO is 7.562 eV. The total energy is -8688.6796 a.u. The calculation puts the maximum force at 1.67 eV/Å. Its spin multiplicity is 1. The LUMO energy comes out at -1.667 eV.

Atomic partial charges in e from the Mulliken method, atoms 1 to 2: C -1.2560; C -0.0078